Formula: C14H24Br2ClF3N2O5P
Source: OMol25
Level of theory: the ωB97M-V functional and the def2-TZVPD basis

Its orbital gap is 7.868 eV. Its total charge is +1.

Each line ends with the Mulliken charge.
Geometry (Å):
C -4.1348 -0.0190 1.4243  -0.597
O -4.5722 -0.7908 0.2637  -0.402
C -3.5886 -1.8662 0.1258  -0.743
C -3.0208 -1.7313 -1.3794  -0.266
O -4.1140 -1.1678 -2.1485  -0.380
C -3.6608 -1.0539 -3.5052  -0.441
C -2.5680 0.0929 -3.6193  -0.410
N -1.7959 0.3457 -2.3478  0.399
Cl -0.2590 1.0242 -2.8246  0.059
P -2.6414 1.7099 -1.4606  0.185
N -1.7440 2.2694 -0.2528  -0.543
C -1.6852 -0.8359 -1.4266  0.793
C -0.4372 -1.7833 -1.6844  -1.307
C 0.8387 -1.4618 -0.8072  -0.700
C 0.6185 -1.6119 0.7535  0.214
F -0.4379 -2.4942 1.0120  -0.321
Br 0.3837 0.1838 1.5697  0.014
C 1.9258 -2.2456 1.4558  0.589
F 1.9752 -3.5832 1.0836  -0.230
F 3.0874 -1.5308 1.1296  -0.182
Br 1.5550 -2.2354 3.4343  -0.069
H -4.0827 -0.6954 2.3254  0.356
H -3.1369 0.4655 1.1764  0.279
H -4.9337 0.7467 1.6390  0.193
H -2.7847 -1.7608 0.9037  0.338
H -4.1918 -2.8222 0.2388  0.338
H -2.8490 -2.7963 -1.7278  0.715
H -4.5573 -0.7037 -4.1093  0.345
H -3.3322 -2.0267 -3.9696  0.332
H -3.1049 1.0610 -3.8747  0.372
H -1.8582 -0.1578 -4.4589  0.311
H -2.8288 2.7510 -2.4085  0.151
H -3.9261 1.2724 -0.9946  0.187
H -1.5259 3.2489 -0.4855  0.255
H -1.5707 -0.4147 -0.3738  -0.385
H -0.7428 -2.8459 -1.4242  0.389
H -0.1271 -1.8051 -2.7690  0.353
H 1.6841 -2.1547 -1.1240  0.424
H 1.2417 -0.4143 -0.9744  0.334
C 5.0450 0.4760 2.2450  -1.126
C 4.8828 1.9628 2.0217  0.508
C 6.1265 2.7615 2.2910  -0.490
O 5.5941 4.0344 2.6526  -0.321
C 4.3618 3.8060 3.1834  0.603
O 3.7176 4.6192 3.7671  -0.523
O 3.9640 2.5224 2.9610  -0.306
H 5.7275 0.0403 1.5128  0.374
H 5.4273 0.2692 3.2476  0.374
H 4.0775 -0.0332 2.1707  0.088
H 4.4928 2.1522 1.0151  0.233
H 6.7708 2.8451 1.4154  0.326
H 6.7141 2.3814 3.1319  0.312

Formula: C14H24BrN5O6Ti
Source: OMol25
Level of theory: the ωB97M-V functional and the def2-TZVPD basis

As for the expectation value of S²: 0.776. The multiplicity is 2. Its orbital gap (spin up / spin down) is 7.028 / 6.764 eV. Its total charge is +1.

Each line ends with the Mulliken charge.
Geometry (Å):
O -1.8264 -0.4073 -3.7210  -0.680
H -1.4367 0.0080 -4.5117  0.354
Ti -0.1800 0.2912 -0.9699  -0.481
N -0.3759 1.9850 0.3804  0.906
N 1.1510 1.7067 -1.6284  -0.272
N -1.4808 -0.6926 0.4931  0.622
N -0.4440 -1.7424 -1.6040  0.572
O -1.2906 2.2155 1.3015  -0.908
O -2.0263 -0.1315 1.5829  -0.605
O -0.3133 -2.1255 -2.8938  -0.710
O 1.6566 0.4372 -1.6861  -0.414
C 1.6177 2.5687 -0.6718  0.382
C 0.6839 2.8413 0.3560  0.627
C -1.6954 -2.0194 0.3618  0.415
C -1.1022 -2.6017 -0.7886  0.565
C 0.8748 3.9007 1.3830  -1.533
H 1.3885 3.4959 2.2702  0.262
H -0.0871 4.3238 1.6996  0.393
H 1.5045 4.7030 0.9751  0.422
C 2.9896 3.1365 -0.7746  -1.298
H 3.2587 3.1921 -1.8394  0.353
H 3.7353 2.4982 -0.2674  0.291
H 3.0389 4.1405 -0.3298  0.407
C -2.4811 -2.8138 1.3442  -1.584
C -1.2512 -4.0380 -1.1196  -1.575
H -2.8663 -2.1744 2.1387  0.427
H -1.8592 -3.5969 1.7951  0.337
H -3.3276 -3.3197 0.8622  0.365
H -0.6894 -4.2889 -2.0237  0.363
H -2.3104 -4.2811 -1.2837  0.343
H -0.8936 -4.6570 -0.2861  0.375
H -1.7605 0.9037 1.5062  0.416
H -1.0112 -1.4064 -3.3932  0.485
C -1.6031 0.8563 -2.2635  0.161
H -0.6271 1.2106 -2.6638  0.302
H -2.0088 0.1125 -1.5401  0.022
H -2.3547 1.6065 -2.4702  0.573
O -4.0792 3.0368 0.5624  -0.659
H -4.6792 2.3915 0.9694  0.315
H -3.1808 2.7528 0.8487  0.383
Br 4.2318 -3.5549 0.4380  -0.155
C 3.1324 -2.1491 1.0882  -0.621
C 3.2994 -1.6500 2.3797  -0.034
C 2.4381 -0.6397 2.8052  -1.065
C 1.4600 -0.1575 1.9307  -0.133
N 1.3410 -0.6153 0.6825  0.456
C 2.1374 -1.6105 0.2589  -0.126
H 4.0818 -2.0523 3.0155  0.473
H 2.4924 -0.2024 3.7969  0.440
H 0.7538 0.6151 2.2467  0.443
H 1.9744 -2.0020 -0.7423  0.600

Formula: C14H24ClFN6O3P
Source: OMol25
Level of theory: the ωB97M-V functional and the def2-TZVPD basis

Its orbital gap is 8.086 eV. Its total charge is +1.

Each line ends with the Mulliken charge.
Geometry (Å):
C -3.6225 -0.9988 -1.5241  -0.820
C -2.7088 -0.3965 -0.3005  0.543
O -3.1555 -0.5850 0.8874  -0.526
O -1.4717 0.2428 -0.6626  -0.266
C -0.8239 0.8960 0.4749  0.113
C 0.2388 1.9899 -0.0384  -0.690
C 1.6311 1.4593 -0.6188  0.142
C 1.4294 1.2798 -2.2472  -0.662
N 1.8324 -0.0870 -2.7279  -0.417
C 1.1708 -1.1512 -1.8897  0.051
N 0.3197 -2.0941 -2.4194  -0.058
F -0.0240 -2.1126 -3.7445  -0.171
N 1.5046 -1.1758 -0.4606  0.095
C 2.2495 0.1001 -0.0319  -0.380
P 2.6870 0.0802 1.8181  0.116
O 2.3530 -1.5684 2.3195  -0.423
Cl 1.4353 1.2560 3.0247  -0.188
H -3.0393 -1.8911 -2.0162  0.191
H -3.8289 -0.2091 -2.3463  0.260
H -4.6327 -1.4168 -1.1234  0.300
H -0.4187 0.1303 1.2456  -0.331
H -1.6666 1.4872 1.0406  0.583
H 0.4491 2.7230 0.8533  0.386
H -0.3120 2.6523 -0.8352  -0.126
H 2.4236 2.3095 -0.4917  0.562
H 1.9503 2.1258 -2.8326  0.344
H 0.2824 1.3806 -2.4808  0.248
H 1.5521 -0.1570 -3.7214  0.413
H -0.0666 -2.8155 -1.7739  0.291
H 0.7035 -1.3698 0.1566  0.517
H 3.2874 -0.0236 -0.5761  0.629
H 1.3541 -1.6892 2.2829  0.361
C -1.1239 -0.0509 5.8886  -0.815
C -0.6247 -0.7393 4.6441  0.431
N -0.2253 -1.2897 3.6489  -0.510
H -2.2127 0.0283 5.8580  0.290
H -0.8329 -0.6232 6.7720  0.298
H -0.6953 0.9514 5.9561  0.260
C -2.6000 5.1655 -2.3553  -0.826
C -1.1180 4.9285 -2.5020  0.480
N 0.0683 4.7388 -2.6194  -0.473
H -2.9209 5.9504 -3.0437  0.338
H -3.1474 4.2479 -2.5812  0.252
H -2.8278 5.4738 -1.3327  0.276
C 2.6704 -5.3441 0.5266  -1.187
C 2.2607 -3.9368 0.1719  0.497
N 1.9327 -2.7994 -0.1147  -0.332
H 1.8604 -5.8424 1.0639  0.299
H 2.8941 -5.9064 -0.3826  0.337
H 3.5594 -5.3237 1.1611  0.300

Copy entry 3 word for word.
Formula: C14H24ClFN6O3P
Source: OMol25
Level of theory: the ωB97M-V functional and the def2-TZVPD basis

Its orbital gap is 8.086 eV. Its total charge is +1.

Each line ends with the Mulliken charge.
Geometry (Å):
C -3.6225 -0.9988 -1.5241  -0.820
C -2.7088 -0.3965 -0.3005  0.543
O -3.1555 -0.5850 0.8874  -0.526
O -1.4717 0.2428 -0.6626  -0.266
C -0.8239 0.8960 0.4749  0.113
C 0.2388 1.9899 -0.0384  -0.690
C 1.6311 1.4593 -0.6188  0.142
C 1.4294 1.2798 -2.2472  -0.662
N 1.8324 -0.0870 -2.7279  -0.417
C 1.1708 -1.1512 -1.8897  0.051
N 0.3197 -2.0941 -2.4194  -0.058
F -0.0240 -2.1126 -3.7445  -0.171
N 1.5046 -1.1758 -0.4606  0.095
C 2.2495 0.1001 -0.0319  -0.380
P 2.6870 0.0802 1.8181  0.116
O 2.3530 -1.5684 2.3195  -0.423
Cl 1.4353 1.2560 3.0247  -0.188
H -3.0393 -1.8911 -2.0162  0.191
H -3.8289 -0.2091 -2.3463  0.260
H -4.6327 -1.4168 -1.1234  0.300
H -0.4187 0.1303 1.2456  -0.331
H -1.6666 1.4872 1.0406  0.583
H 0.4491 2.7230 0.8533  0.386
H -0.3120 2.6523 -0.8352  -0.126
H 2.4236 2.3095 -0.4917  0.562
H 1.9503 2.1258 -2.8326  0.344
H 0.2824 1.3806 -2.4808  0.248
H 1.5521 -0.1570 -3.7214  0.413
H -0.0666 -2.8155 -1.7739  0.291
H 0.7035 -1.3698 0.1566  0.517
H 3.2874 -0.0236 -0.5761  0.629
H 1.3541 -1.6892 2.2829  0.361
C -1.1239 -0.0509 5.8886  -0.815
C -0.6247 -0.7393 4.6441  0.431
N -0.2253 -1.2897 3.6489  -0.510
H -2.2127 0.0283 5.8580  0.290
H -0.8329 -0.6232 6.7720  0.298
H -0.6953 0.9514 5.9561  0.260
C -2.6000 5.1655 -2.3553  -0.826
C -1.1180 4.9285 -2.5020  0.480
N 0.0683 4.7388 -2.6194  -0.473
H -2.9209 5.9504 -3.0437  0.338
H -3.1474 4.2479 -2.5812  0.252
H -2.8278 5.4738 -1.3327  0.276
C 2.6704 -5.3441 0.5266  -1.187
C 2.2607 -3.9368 0.1719  0.497
N 1.9327 -2.7994 -0.1147  -0.332
H 1.8604 -5.8424 1.0639  0.299
H 2.8941 -5.9064 -0.3826  0.337
H 3.5594 -5.3237 1.1611  0.300

Question: Which value of total charge does entry 2 give?
Answer: +1

Question: What is the formula in the first record?
Answer: C14H24Br2ClF3N2O5P